ORCA calculation (ωB97M-V/def2-TZVPD) on C57H52CuN3O4P2 as an isolated structure.

Results
energy above the lowest of the compared OMol25 structures with the same formula, charge and spin = 0.0 kcal per mole
calculated total energy = -4991.69529 hartree
LUMO level (alpha / beta) = 2.46 / 1.98 eV
spin multiplicity = 2
orbital gap (alpha / beta) = 0.22708 / 0.20681 Eh
net charge = -1
highest occupied orbital energy (alpha / beta) = -3.7 / -3.6 eV

XYZ file:
```
119
Properties=species:S:1:pos:R:3:forces:R:3:mulliken_spin:R:1
Cu 0.707694 0.019175 -0.075633 -0.045 -0.010 -0.423 0.4901
O 0.483513 0.503415 1.922892 -0.239 -0.501 -0.032 0.0146
C 1.288687 0.137832 2.859077 0.142 -0.025 0.048 0.0019
C 0.814149 -0.001158 4.191500 -0.067 0.074 0.078 0.0040
C 1.642489 -0.313472 5.242217 -0.007 0.033 -0.078 0.0004
C 3.005132 -0.526141 5.029774 0.142 -0.055 0.093 -0.0003
C 3.494444 -0.444232 3.744131 -0.066 0.047 -0.046 0.0013
C 2.677744 -0.125693 2.653437 -0.151 -0.101 0.171 -0.0070
C 3.254754 -0.056015 1.322301 0.134 0.083 -0.192 0.0016
N 2.682945 0.402035 0.213597 0.080 -0.380 0.038 0.0492
C 3.624320 0.339549 -0.784203 0.269 0.158 -0.037 0.0216
C 4.780358 -0.169512 -0.293910 -0.014 0.194 -0.124 0.0005
N 4.536133 -0.418102 1.037073 -0.159 0.041 0.102 0.0040
H -0.244864 0.153890 4.361531 -0.023 0.001 -0.073 0.0004
H 1.234954 -0.398203 6.243332 -0.021 0.015 -0.010 0.0003
H 3.665525 -0.750487 5.857281 0.005 -0.032 -0.024 -0.0001
H 4.553492 -0.619831 3.587812 0.019 0.033 0.033 0.0003
H 3.399199 0.681819 -1.778575 -0.013 -0.109 -0.047 -0.0210
H 5.722977 -0.385345 -0.763203 0.005 -0.008 0.015 0.0003
H 5.181832 -0.828834 1.684059 -0.013 0.011 0.037 -0.0009
O 0.528334 2.685758 -2.357004 0.103 0.096 0.018 -0.0089
C 0.203938 2.300925 -3.630161 0.038 -0.367 -0.538 -0.0239
C -0.306215 3.142620 -4.608566 -0.150 0.190 0.095 -0.0015
C -0.655706 2.627529 -5.848688 -0.005 0.003 -0.006 0.0057
C -0.504141 1.275026 -6.110493 0.000 -0.009 -0.084 0.0026
C -0.014160 0.437242 -5.122881 0.035 0.083 0.039 0.0160
C 0.362958 0.928465 -3.870894 0.002 0.311 0.385 0.0429
P 0.649443 -0.226037 -2.488486 -0.650 -0.329 0.018 0.2021
C -1.575657 -2.700244 -1.813781 0.118 0.251 0.106 0.0087
C -1.395264 -3.664620 -2.797854 0.000 0.043 0.013 0.0073
C -2.438914 -4.062376 -3.617126 -0.025 -0.088 -0.036 -0.0009
C -3.702743 -3.539558 -3.404409 0.003 -0.100 -0.083 0.0005
C -3.896531 -2.587017 -2.417414 0.053 0.126 0.022 -0.0032
C -2.836909 -2.084667 -1.657508 0.079 -0.274 -0.117 -0.0164
C 2.015252 -1.244442 -3.078933 0.330 0.064 0.148 0.0114
C 2.706501 -1.088787 -4.289365 -0.049 -0.003 0.151 0.0411
C 3.781022 -1.905402 -4.604463 0.060 -0.100 -0.097 -0.0301
C 4.200037 -2.901160 -3.733079 0.034 -0.015 0.020 0.0526
C 3.539601 -3.056728 -2.519090 0.028 -0.017 -0.068 -0.0308
C 2.474684 -2.238776 -2.195460 -0.160 -0.005 -0.069 0.0521
C 0.635255 3.982970 -1.956759 -0.110 0.345 0.307 0.0043
C 1.162968 5.001546 -2.746796 0.177 -0.042 -0.138 -0.0006
C 1.276214 6.281517 -2.232209 -0.008 -0.022 -0.026 0.0001
C 0.881609 6.555804 -0.930262 0.013 0.000 0.102 -0.0001
C 0.427278 5.521747 -0.128464 -0.056 0.147 -0.125 0.0003
C 0.295677 4.229163 -0.624498 -0.107 -0.375 -0.156 -0.0011
P 0.008049 2.752415 0.479642 0.193 0.899 -0.062 0.0017
C 1.442387 3.240545 1.545272 -0.006 -0.199 0.084 0.0044
C 1.388205 3.533896 2.902611 0.019 -0.052 -0.091 0.0021
C 2.550765 3.821570 3.606914 0.013 0.042 0.064 -0.0002
C 3.777986 3.822638 2.966283 0.074 0.024 0.055 0.0004
C 3.842460 3.547456 1.606877 -0.026 -0.006 -0.052 -0.0011
C 2.683196 3.265139 0.905855 -0.029 -0.002 0.100 -0.0033
C -1.434100 3.348487 1.446620 -0.082 -0.136 -0.040 0.0036
C -2.336598 4.289571 0.952944 0.040 -0.028 0.007 -0.0001
C -3.497151 4.587385 1.651603 -0.035 0.106 0.059 -0.0002
C -3.753616 3.988081 2.874670 -0.049 -0.041 0.018 0.0004
C -2.858625 3.056985 3.380873 -0.012 -0.044 -0.001 0.0001
C -1.727242 2.716260 2.656549 -0.026 -0.025 -0.059 -0.0012
H -0.465635 4.192541 -4.405010 -0.024 -0.052 -0.007 -0.0004
H -1.064590 3.290031 -6.601192 -0.005 0.004 0.001 0.0006
H -0.801726 0.868518 -7.069163 0.025 -0.007 0.000 0.0001
H 0.048065 -0.629834 -5.301838 -0.025 -0.001 0.019 -0.0033
H -0.401318 -4.079853 -2.912682 0.015 0.022 0.010 0.0001
H -2.265267 -4.782680 -4.406702 0.009 -0.038 0.033 0.0001
H -4.534434 -3.863197 -4.018324 -0.043 0.010 0.053 -0.0001
H -4.886910 -2.182884 -2.253491 -0.009 0.083 0.001 0.0000
H -2.213275 -0.980810 -0.130574 0.019 0.089 0.011 0.0019
H 2.412640 -0.311724 -4.981993 0.013 0.015 -0.008 0.0055
H 4.299693 -1.766136 -5.546613 -0.016 0.021 -0.004 -0.0016
H 5.032488 -3.544065 -3.991874 0.012 0.016 -0.002 0.0050
H 3.867090 -3.817572 -1.819980 -0.029 0.005 0.018 -0.0010
H 1.971806 -2.351820 -1.242500 0.007 -0.073 0.020 0.0072
H 1.523572 4.785400 -3.743351 -0.059 -0.006 0.016 0.0001
H 1.692699 7.067081 -2.850421 -0.009 -0.003 -0.018 0.0000
H 0.970988 7.558772 -0.532411 -0.004 -0.011 0.012 0.0000
H 0.179758 5.712794 0.909143 0.018 -0.010 0.012 0.0000
H 0.440341 3.540559 3.421868 0.012 -0.017 0.028 0.0000
H 2.493125 4.040891 4.666299 -0.009 -0.009 -0.001 0.0000
H 4.682503 4.041288 3.520847 -0.004 -0.012 0.010 0.0001
H 4.796783 3.544703 1.093181 -0.012 0.011 -0.007 0.0001
H 2.734357 3.050478 -0.153708 0.060 -0.003 -0.031 0.0031
H -2.142109 4.788532 0.013066 -0.025 -0.048 -0.047 0.0001
H -4.206620 5.296207 1.241569 0.032 0.017 -0.019 0.0000
H -4.658389 4.225835 3.420286 0.008 0.024 0.003 0.0000
H -3.053087 2.577140 4.332669 -0.011 -0.037 -0.028 0.0000
H -1.064785 1.933978 2.997743 0.020 -0.086 0.079 0.0030
O -0.503022 -1.600582 0.035197 -0.151 0.323 0.164 0.0876
O -0.421962 -2.430029 -1.125284 -0.003 -0.268 -0.016 0.0117
C -3.462761 -3.189755 1.250431 -0.131 0.074 0.116 0.0010
C -4.063022 -1.911751 1.855777 0.282 0.020 -0.117 -0.0015
C -2.994113 -1.138472 2.639138 -0.052 -0.082 -0.001 -0.0011
C -4.782465 -0.994937 0.877812 -0.100 -0.112 -0.047 -0.0011
C -6.044345 -0.552912 1.268000 -0.083 0.026 -0.028 0.0000
C -6.802215 0.274680 0.462584 -0.007 0.016 0.005 -0.0001
C -6.261673 0.733800 -0.724086 -0.042 -0.080 -0.015 0.0000
C -4.983027 0.365417 -1.135750 0.010 0.066 -0.077 -0.0003
C -4.405435 1.189479 -2.285319 0.339 -0.123 0.039 0.0007
C -3.750303 0.490014 -3.473892 -0.086 -0.066 0.057 -0.0075
C -3.411780 2.186700 -1.676139 -0.156 0.060 -0.045 0.0004
C -4.255362 -0.557067 -0.354130 -0.310 0.021 0.093 -0.0027
N -2.989148 -1.010850 -0.790320 0.195 0.252 0.238 -0.0026
H -3.405895 -3.960214 2.023135 0.004 -0.015 -0.011 0.0001
H -2.451612 -3.012563 0.892549 0.061 -0.035 -0.107 -0.0010
H -4.072167 -3.566865 0.427573 0.048 -0.050 0.021 -0.0001
H -4.825613 -2.223021 2.577021 -0.026 0.047 -0.059 -0.0001
H -2.133815 -0.890976 2.015288 0.038 0.027 -0.032 -0.0014
H -2.627246 -1.749174 3.468294 0.034 0.033 0.005 0.0001
H -3.410680 -0.213317 3.036998 0.018 0.075 0.089 0.0000
H -6.447022 -0.885233 2.218316 0.021 -0.040 0.005 0.0000
H -7.797759 0.577287 0.764502 0.008 0.007 0.016 0.0000
H -6.834010 1.417494 -1.341449 0.042 0.032 0.005 0.0000
H -5.246581 1.762811 -2.690353 -0.001 -0.001 0.083 -0.0001
H -2.824507 -0.003963 -3.191070 0.081 -0.057 0.010 0.0025
H -3.507356 1.243202 -4.226942 0.016 0.015 -0.038 0.0000
H -4.411601 -0.245565 -3.929133 -0.010 -0.070 -0.038 0.0002
H -2.553066 1.659558 -1.252941 0.022 0.005 -0.038 -0.0035
H -3.893701 2.759226 -0.883921 0.057 0.053 0.071 -0.0001
H -3.062121 2.878886 -2.445891 0.106 0.025 0.008 0.0001
```
Forces are in eV/Å.